1.
CH5N3O2 | ωB97M-V with the def2-TZVPD basis set

## Properties
SMILES string = N=C(NO)NO
gap between HOMO and LUMO = 10.22 eV
ΔE to the lowest compared entry with this formula, charge and spin = 414.8 kJ/mol
E = -9678.171 eV
HOMO level = -9.708 eV
LUMO energy = 0.511 eV
net charge = 0

Each line ends with the Mulliken charge.
Positions of all 11 atoms, in Å:
1 C -0.24786 0.68990 0.36305  0.412
2 H 0.58483 -2.12879 0.02810  0.344
3 H 0.08625 -0.13580 1.84059  0.243
4 H -0.66086 1.22018 2.07558  0.222
5 H -0.42516 1.21678 -1.50754  0.297
6 H 0.32107 -1.08921 -1.73314  0.358
7 N 0.55394 -0.42966 0.92198  -0.196
8 N -0.75532 1.64258 1.03191  -0.654
9 N -0.25921 0.38585 -0.94361  -0.162
10 O -0.11960 -1.59565 0.48309  -0.473
11 O 0.72026 -0.20610 -1.72732  -0.391

2.
C7H10Cl2N3 | ωB97M-V with the def2-TZVPD basis set

## Properties
gap between HOMO and LUMO = 8.48 eV
ΔE to the lowest compared entry with this formula, charge and spin = 0.0 kJ/mol
E = -36925.694 eV
HOMO level = -13.098 eV
LUMO energy = -4.623 eV
net charge = +1

Each line ends with the Mulliken charge.
Positions of all 22 atoms, in Å:
1 C 2.17594 -2.06956 1.20527  -0.047
2 C 2.90053 -1.12671 1.10715  0.004
3 C -1.01407 -1.52541 -0.53705  0.418
4 C -0.05489 0.59152 -0.15004  -0.307
5 C -2.37405 0.28820 -0.44801  -0.126
6 C 3.61247 0.11433 0.93828  -1.306
7 C -1.40336 2.50478 -0.67451  -0.878
8 N -0.08963 -0.70035 0.01081  0.295
9 N -1.21895 1.06422 -0.51651  0.087
10 N -2.11389 -0.99705 -1.01674  -0.112
11 Cl -0.72586 -3.18264 -0.77750  -0.060
12 Cl -2.95122 0.09290 1.21075  -0.116
13 H 1.57438 -2.94416 1.43184  0.473
14 H -3.20529 0.83877 -0.95723  0.378
15 H 3.78104 0.16006 -0.14593  0.315
16 H 4.55102 0.01125 1.34539  0.370
17 H 3.10217 0.98826 1.16337  0.327
18 H -2.14249 2.60756 -1.54110  0.308
19 H -1.83950 2.89608 0.30559  0.318
20 H -0.45583 2.92093 -0.94850  0.340
21 H 0.63211 -1.14042 0.69469  0.030
22 H -2.74060 -1.39257 -1.70001  0.287

3.
C9H18FN4O5PS | ωB97M-V with the def2-TZVPD basis set

## Properties
gap between HOMO and LUMO = 8.45 eV
E = -48656.645 eV
HOMO level = -8.911 eV
LUMO energy = -0.461 eV
net charge = 0

Each line ends with the Mulliken charge.
Positions of all 39 atoms, in Å:
1 O -0.80722 -0.28901 -5.06331  -0.280
2 N -0.08235 -1.18558 -5.26233  0.150
3 O -0.15630 -2.04812 -4.17273  -0.122
4 C 1.16910 -2.46283 -3.78072  -0.495
5 N 1.75358 -1.34775 -3.01192  0.133
6 P 3.39648 -0.97438 -3.46177  0.326
7 O 3.80768 0.26502 -2.73480  -0.591
8 S 1.54295 -1.55431 -1.29056  0.906
9 O 0.10512 -2.03284 -0.97116  -0.424
10 O 2.52058 -2.41433 -0.68193  -0.575
11 F 1.64274 -0.06001 -0.67531  -0.085
12 H 1.04477 -3.38810 -3.16215  0.348
13 H 1.75822 -2.72612 -4.69695  0.441
14 H 3.45751 -0.64313 -4.85730  0.107
15 H 4.30846 -2.03855 -3.21908  0.110
16 C 0.63099 2.67040 0.67045  -1.214
17 C -0.86888 2.50943 0.89323  -0.068
18 C -1.66812 3.75318 0.49489  -0.534
19 C -1.23595 4.91835 1.30465  0.217
20 N -0.90050 5.81414 1.92917  -0.417
21 H 1.04567 3.47227 1.28471  0.420
22 H 1.15418 1.75235 0.93983  0.236
23 H 0.85003 2.89122 -0.37692  0.322
24 H -1.04870 2.27697 1.94649  0.106
25 H -1.22543 1.65603 0.31058  0.303
26 H -2.73360 3.58435 0.65934  0.318
27 H -1.52079 3.98084 -0.56260  0.304
28 C -2.65477 -0.60955 3.34146  -1.015
29 C -1.69123 -1.67525 3.85091  -0.472
30 C -0.35389 -1.67250 3.10669  -0.383
31 C -0.57282 -1.94389 1.66283  0.247
32 N -0.72709 -2.15236 0.53797  -0.366
33 H -2.91984 -0.77533 2.29514  0.340
34 H -3.58129 -0.62829 3.91765  0.351
35 H -2.21867 0.38879 3.43222  0.188
36 H -2.16407 -2.65598 3.75660  0.297
37 H -1.50637 -1.50872 4.91521  0.318
38 H 0.30574 -2.44075 3.51411  0.315
39 H 0.14411 -0.70567 3.21739  0.239

4.
CH3ClS2 | ωB97M-V with the def2-TZVPD basis set

## Properties
SMILES string = C=S.SCl
gap between HOMO and LUMO = 8.41 eV
ΔE to the lowest compared entry with this formula, charge and spin = 195.4 kJ/mol
E = -35276.693 eV
HOMO level = -9.062 eV
LUMO energy = -0.649 eV
net charge = 0

Each line ends with the Mulliken charge.
Positions of all 7 atoms, in Å:
1 C -2.32740 1.22706 -0.85226  -0.354
2 S -1.65138 0.93083 0.61847  -0.161
3 S 2.40215 -1.62784 0.52713  -0.046
4 Cl 4.37692 -1.78200 0.56546  -0.127
5 H 2.21295 -1.47593 1.83831  0.171
6 H -3.30645 1.08794 -0.94647  0.294
7 H -1.70680 1.63994 -1.75064  0.223

5.
C18H25N3O6 | ωB97M-V with the def2-TZVPD basis set

## Properties
SMILES string = Cc1cc(C(=O)NCC(=O)OCC(=O)N(C(C)C)C(C)C)ccc1[N+](=O)[O-]
gap between HOMO and LUMO = 8.85 eV
ΔE to the lowest compared entry with this formula, charge and spin = 214.3 kJ/mol
E = -35825.740 eV
HOMO level = -9.552 eV
LUMO energy = -0.701 eV
net charge = 0

Each line ends with the Mulliken charge.
Positions of all 52 atoms, in Å:
1 C 7.51870 2.17089 0.63520  -1.329
2 C 6.65411 1.01136 0.27649  1.083
3 C 5.33052 1.23498 -0.08870  -0.817
4 C 4.46426 0.20270 -0.42043  0.212
5 C 4.92366 -1.11322 -0.40921  -0.710
6 C 6.22940 -1.36468 -0.05264  -0.667
7 C 7.08791 -0.32110 0.29115  0.226
8 N 8.43331 -0.69258 0.65248  0.946
9 O 9.29279 0.16240 0.66413  -0.583
10 O 8.63226 -1.85963 0.92280  -0.603
11 H 6.61687 -2.37229 -0.03638  0.478
12 H 4.28019 -1.92856 -0.70014  0.503
13 C 3.06919 0.56884 -0.81230  0.328
14 O 2.79651 1.62544 -1.34461  -0.652
15 N 2.13566 -0.38197 -0.55376  -0.124
16 H 2.34016 -1.13131 0.09400  0.329
17 C 0.73359 -0.10612 -0.73115  -0.778
18 C -0.04505 -0.64083 0.45744  0.629
19 O 0.45227 -1.28918 1.34000  -0.613
20 O -1.33177 -0.32591 0.37324  -0.116
21 C -2.17098 -0.75906 1.44811  -1.287
22 H -1.70598 -0.49053 2.40186  0.455
23 H -2.28468 -1.84930 1.42153  0.410
24 C -3.53245 -0.04668 1.39338  1.173
25 O -3.88268 0.58503 2.37128  -0.634
26 N -4.27314 -0.17046 0.27684  0.297
27 C -3.89359 -0.98167 -0.87321  0.412
28 H -2.98366 -1.52098 -0.61299  0.327
29 C -3.57336 -0.10577 -2.08615  -1.531
30 H -4.45053 0.43447 -2.43170  0.323
31 H -3.21321 -0.72760 -2.90160  0.451
32 H -2.79887 0.61156 -1.82687  0.373
33 C -4.95942 -2.03239 -1.19578  -1.581
34 H -5.87143 -1.58574 -1.58132  0.312
35 H -4.57400 -2.71386 -1.94990  0.463
36 H -5.20319 -2.60665 -0.30514  0.395
37 C -5.53274 0.58262 0.18544  0.244
38 C -5.28817 2.08638 0.30178  -1.530
39 H -4.92949 2.33327 1.29575  0.333
40 H -6.21750 2.62016 0.12094  0.459
41 H -4.55068 2.40976 -0.42921  0.358
42 C -6.54391 0.10146 1.22482  -1.475
43 H -6.17769 0.30981 2.22490  0.312
44 H -7.48833 0.61945 1.08044  0.448
45 H -6.71451 -0.96803 1.12722  0.341
46 H -5.93861 0.38209 -0.80848  0.297
47 H 0.59218 0.97559 -0.82951  0.399
48 H 0.34991 -0.57900 -1.64429  0.251
49 H 4.94952 2.24486 -0.12375  0.413
50 H 6.92414 3.07856 0.69494  0.401
51 H 8.29887 2.30582 -0.11259  0.289
52 H 8.02366 2.00757 1.58563  0.361